Entry 1:
Here is a cluster of 13 separate species, C3H35N2O12 in total in a non-equilibrium geometry from OMol25. Energies are from wB97M-V/def2-TZVPD.

Calculated values
Energy above the lowest of the compared OMol25 structures with the same formula, charge and spin: 84.9 kJ/mol
Energy: -1147.53059 a.u.
Lowest unoccupied orbital energy: -2.18 eV
Net charge: +1
Gap between HOMO and LUMO: 10.8 eV

Geometry (Å):
H (-2.01, -2.83, -4.74)
H (-0.31, 0.35, 0.55)
H (0.34, -4.14, 3.17)
H (-0.37, 5.58, -0.13)
H (0.84, -2.17, 1.11)
O (3.45, 3.57, -1.99)
H (2.12, 0.49, 0.17)
H (2.35, -0.15, 1.79)
H (1.38, -0.83, -1.61)
H (1.14, 3.59, -0.10)
H (-3.01, 0.12, -0.26)
O (1.57, 2.70, -0.17)
H (-0.08, -0.27, 2.14)
O (-1.68, 3.19, 1.64)
H (-2.32, 1.42, -0.82)
H (2.54, 2.76, -0.18)
C (1.67, -0.18, 0.91)
N (-0.44, -1.87, -1.14)
H (-0.66, 4.33, 0.75)
H (-2.05, 2.52, 1.06)
H (1.08, 2.06, -1.71)
H (-0.31, -6.12, 1.54)
H (-2.30, 3.60, 2.24)
H (-1.63, 3.69, -1.16)
H (0.81, 1.92, -3.30)
H (2.89, 4.28, -1.69)
H (1.15, -3.48, 4.32)
C (1.50, -1.63, 0.40)
N (0.36, 0.41, 1.34)
O (0.47, 1.77, -2.41)
O (0.30, -5.38, 1.62)
H (-0.70, -1.62, 3.48)
H (-0.63, -2.19, -2.09)
H (-0.22, -4.67, 1.23)
O (-1.08, -1.22, 2.68)
O (-0.13, 4.66, -0.01)
H (-2.26, -3.63, 0.71)
O (0.47, -3.32, 3.66)
H (3.69, 3.84, -2.91)
H (2.55, -1.95, 0.54)
H (-0.96, -2.96, 0.10)
O (-1.39, -3.29, 0.94)
O (-1.80, 2.87, -1.63)
H (-1.11, 2.67, -2.26)
H (1.66, -2.58, -1.48)
H (-0.85, -0.95, -1.13)
H (0.41, 1.33, 1.74)
O (-2.29, 0.75, -0.11)
H (-1.28, -2.05, 2.13)
O (-1.26, -2.36, -4.37)
H (-0.44, -2.50, -4.86)
C (1.06, -1.73, -1.04)

Entry 2:
Here is a structure of composition C27H40B2BrCl33N3O5S3 in a non-equilibrium geometry from OMol25. Energies are from wB97M-V/def2-TZVPD.

Calculated values
Energy: -20597.19801 a.u.
Lowest unoccupied orbital energy: -4.77 eV
Net charge: +1
Gap between HOMO and LUMO: 6.5 eV

Geometry (Å):
H (7.22, 5.19, 1.28)
H (-0.21, 4.08, -0.08)
Cl (1.91, 8.45, -6.70)
Cl (-4.53, 1.56, -10.12)
O (2.49, 2.57, 0.68)
C (-1.89, 2.87, 0.29)
Cl (-2.10, 6.01, -7.13)
H (-0.06, -4.08, 2.67)
H (1.71, -2.15, 2.37)
Cl (7.57, 3.88, 3.20)
C (-3.55, -1.35, 0.11)
H (-2.33, 0.04, -1.01)
O (-0.06, 2.26, 1.69)
C (0.09, -8.42, 2.74)
S (0.02, 1.42, -0.98)
Cl (2.78, -0.29, -0.55)
H (-5.20, -1.73, 3.50)
Cl (4.56, 6.28, -0.57)
H (-4.14, -3.15, -1.40)
Cl (-2.95, -0.20, -8.44)
Cl (-1.47, -2.84, -8.18)
Cl (-4.29, -3.43, 2.15)
C (2.44, 6.80, -6.33)
H (5.24, -1.42, 1.94)
Br (-0.47, -4.05, -1.19)
H (-0.43, 4.65, -6.20)
C (-0.29, -1.76, 0.47)
N (-0.52, -0.73, 1.52)
Cl (-1.47, -1.60, 2.76)
H (-0.66, -1.48, -0.59)
Cl (-6.86, 1.16, -4.04)
H (-3.62, -1.96, 1.13)
H (-2.76, 3.01, 1.00)
C (0.89, 1.42, 2.40)
C (4.66, -0.62, 1.40)
C (3.74, 2.32, 4.46)
H (5.16, -0.54, 0.37)
H (0.80, -1.99, 0.17)
H (-5.74, -0.75, -3.24)
C (0.12, -4.23, 1.55)
C (3.13, -1.08, 1.04)
H (-2.29, 2.76, -0.77)
H (3.87, 3.26, 5.11)
Cl (9.55, 4.96, 1.36)
H (0.83, -2.62, -7.73)
H (-3.28, -1.49, -2.16)
H (-2.50, 2.28, 3.59)
O (-4.01, 0.30, 2.58)
Cl (-0.63, -10.12, 5.68)
Cl (1.46, 6.12, -5.02)
Cl (0.31, -4.75, -6.89)
Cl (7.58, 3.03, 0.42)
H (-1.91, -3.44, 0.77)
C (-5.61, -0.09, -4.10)
Cl (-4.00, 0.64, -3.99)
H (3.31, -2.19, 0.76)
C (-0.85, 1.68, 0.69)
H (-3.53, 0.80, 0.13)
H (-2.91, 2.15, -8.53)
H (3.60, 7.76, 1.00)
Cl (-5.77, -1.05, -5.58)
H (1.05, -11.46, 6.64)
H (-0.04, -9.08, 3.59)
C (-0.82, -3.26, 0.66)
S (-0.68, 4.49, 3.96)
H (3.47, 6.84, -6.00)
Cl (-4.22, -3.21, 5.05)
H (2.99, 1.66, 4.99)
O (-4.73, -1.36, -0.82)
C (-2.64, 0.10, 0.08)
C (-3.47, -2.23, -1.32)
H (4.48, 2.59, 2.39)
C (-3.69, 1.40, -8.57)
S (0.40, -0.57, 4.14)
Cl (-6.77, -3.48, 3.67)
H (3.36, 3.88, 2.97)
Cl (2.15, 5.91, 1.02)
N (0.69, 1.93, 3.84)
Cl (-0.20, -2.16, -5.66)
H (4.72, 0.42, 1.84)
C (3.50, 2.73, 2.97)
C (-1.28, 4.47, -6.86)
Cl (-0.68, 3.80, -8.38)
H (-0.87, 1.71, -1.99)
B (-2.58, 0.63, 2.52)
C (7.89, 4.37, 1.53)
O (-2.20, 1.35, 3.69)
Cl (4.72, 6.18, 2.34)
Cl (2.35, 5.78, -7.77)
Cl (1.70, -7.68, 2.86)
H (1.21, -4.12, 1.25)
Cl (-0.03, -9.39, 1.27)
C (2.08, -1.06, 2.22)
Cl (-2.37, 3.32, -6.06)
C (-1.61, 0.31, 1.21)
H (4.76, 1.78, 4.54)
Cl (-4.81, 1.68, -7.23)
H (2.66, 3.54, 0.65)
C (0.21, -11.66, 5.98)
H (-4.44, 1.13, 2.26)
C (3.74, 6.68, 0.95)
B (2.31, 2.16, 2.07)
N (-1.15, 4.18, 0.32)
Cl (3.17, -0.91, 3.75)
Cl (-0.87, -12.81, 6.77)
Cl (0.84, -12.33, 4.47)
C (0.73, -0.17, 2.26)
C (0.33, 3.18, 3.81)
C (-0.02, -3.04, -7.19)
Cl (-1.17, -7.18, 2.78)
C (-5.13, -2.82, 3.58)
H (0.70, -1.89, 4.39)
H (-0.20, -5.30, 1.26)
H (-1.72, 4.88, -0.16)